1.
Entry from the Open Molecules 2025 dataset: a molecular structure, H2InO at a distorted geometry (wB97M-V/def2-TZVPD).

```
4
H2InO, DFT wB97M-V/def2-TZVPD
In 23.256 9.806 -20.300
H 20.523 10.528 -18.044
H 19.841 9.875 -19.229
O 20.711 9.862 -18.754
```

Frontier orbital gap = 0.20332 Ha
HOMO energy = -30.533 eV
Relative energy (zero: lowest compared OMol25 entry of this formula, charge and spin) = 26.4 kcal per mole
Charge = +3
F_max = 1.24 eV/A

Mulliken atomic charge list, values in e, 2 entries: atom 1 (In): 2.24, atom 2 (H): 0.50



2.
Entry from the Open Molecules 2025 dataset: a molecular structure, H2LiO at a distorted geometry (wB97M-V/def2-TZVPD).

```
4
H2LiO, DFT wB97M-V/def2-TZVPD
H 1.923 2.159 -1.195
H 2.236 1.632 0.236
Li -0.397 -0.276 0.127
O 1.954 1.335 -0.659
```

Frontier orbital gap = 0.40053 Ha
HOMO energy = -16.433 eV
Relative energy (zero: lowest compared OMol25 entry of this formula, charge and spin) = 19.9 kcal per mole
Charge = +1
F_max = 1.10 eV/A

Mulliken atomic charge list, values in e, 2 entries: atom 1 (H): 0.35, atom 2 (H): 0.36